DFT (the ωB97M-V functional and the def2-TZVPD basis) results for C42H37FIrN2O2P2S2 as an isolated structure.

## Properties
* LUMO: -3.6 eV
* HOMO-LUMO gap: 6.9 eV
* E: -97030.3116 eV
* HOMO level: -10.48 eV
* net charge: +1

Cartesian coordinates (Å):
Ir  0.29  1.06  -1.78
O  1.34  -3.99  -3.75
C  0.00  -3.94  -3.61
C  -0.71  -5.11  -3.87
C  -2.08  -5.14  -3.74
C  -2.78  -4.00  -3.34
C  -2.09  -2.84  -3.08
C  -0.69  -2.78  -3.21
C  0.00  -1.54  -2.86
O  -0.72  -0.59  -2.31
N  1.28  -1.43  -3.07
N  1.80  -0.21  -2.62
C  3.07  -0.12  -2.79
S  3.99  -1.42  -3.50
C  5.54  -0.49  -3.60
C  5.59  0.46  -2.42
S  3.98  1.29  -2.31
H  1.70  -3.10  -3.55
H  -0.15  -5.98  -4.18
H  -2.62  -6.06  -3.95
H  -3.86  -4.02  -3.25
H  -2.61  -1.94  -2.77
H  5.57  0.05  -4.54
H  6.36  -1.20  -3.57
H  6.34  1.24  -2.55
H  5.78  -0.07  -1.49
F  3.39  5.26  -0.49
C  2.26  4.59  -0.75
C  2.10  3.98  -1.95
C  0.90  3.26  -2.18
C  -0.13  3.24  -1.20
C  -1.27  2.39  -1.48
C  0.12  3.88  0.05
C  1.27  4.56  0.26
H  2.86  4.08  -2.72
H  0.63  3.05  -3.22
H  -1.73  2.51  -2.47
H  -2.03  2.31  -0.71
H  -0.65  3.84  0.81
H  1.47  5.08  1.19
C  -1.32  -0.16  0.91
P  0.34  0.10  0.22
C  1.36  0.92  1.45
C  1.18  0.62  2.80
C  2.03  1.18  3.75
C  3.07  2.00  3.35
C  3.27  2.28  2.00
C  2.41  1.74  1.05
C  1.06  -1.55  0.08
C  2.44  -1.69  0.12
C  3.02  -2.94  -0.08
C  2.21  -4.04  -0.32
C  0.83  -3.91  -0.34
C  0.26  -2.67  -0.14
P  -2.06  1.33  1.76
C  -2.08  0.77  3.50
C  -2.56  -0.48  3.91
C  -2.55  -0.83  5.25
C  -2.06  0.06  6.20
C  -1.59  1.30  5.81
C  -1.60  1.65  4.46
C  -3.82  1.14  1.28
C  -4.45  -0.06  0.93
C  -5.79  -0.08  0.60
C  -6.53  1.10  0.62
C  -5.92  2.29  0.96
C  -4.57  2.32  1.28
H  -1.26  -1.01  1.60
H  -1.93  -0.46  0.06
H  0.39  -0.04  3.12
H  1.87  0.95  4.79
H  3.73  2.43  4.09
H  4.08  2.92  1.69
H  2.56  1.96  0.00
H  3.07  -0.83  0.31
H  4.09  -3.04  -0.06
H  2.67  -5.01  -0.50
H  0.21  -4.77  -0.54
H  -0.82  -2.57  -0.20
H  -2.96  -1.17  3.18
H  -2.92  -1.80  5.55
H  -2.06  -0.22  7.24
H  -1.22  2.00  6.55
H  -1.22  2.62  4.15
H  -3.89  -0.99  0.92
H  -6.26  -1.02  0.34
H  -7.59  1.07  0.36
H  -6.50  3.21  0.97
H  -4.10  3.26  1.53

These are the Löwdin partial charges, in e, on atoms 1 to 4: 1.15 0.06 -0.27 0.00